Molecular formula: C4H8O
Method: DFT, ωB97M-V/def2-TZVPD

CARTESIAN COORDINATES (ANGSTROEM)
O -2.2869 0.1706 -0.8020
C -1.7050 0.8810 0.0115
C -0.2734 0.9284 0.1121
C 0.5612 -0.0574 -0.6936
C 1.2950 -1.0073 0.2459
H -2.3163 1.5403 0.6525
H -0.9009 -0.3247 0.9905
H 0.2114 1.7144 0.6752
H 1.2078 0.5505 -1.3452
H -0.1723 -0.5480 -1.3480
H 1.8363 -1.8064 -0.2697
H 1.9975 -0.5038 0.9139
H 0.5456 -1.5375 0.8569

=====

Molecular formula: C18H22B2Cl4O4
Method: DFT, ωB97M-V/def2-TZVPD

CARTESIAN COORDINATES (ANGSTROEM)
Cl 2.9448 1.4006 -0.6734
B 1.7787 0.0396 -0.2529
Cl 0.6885 -0.4667 -1.6618
Cl 2.7635 -1.5905 0.1896
O 1.0228 0.4874 0.9147
C 0.1936 -0.3086 1.6291
C -1.2008 -0.0996 1.2213
C -2.0078 -1.2160 1.0847
C -3.1747 -1.0567 0.3373
C -3.5072 0.2130 -0.1730
Cl -4.9261 0.4160 -1.1165
C -2.7401 1.3604 0.1353
C -1.5662 1.1996 0.8533
H 0.5579 -1.3103 1.4657
H -1.6304 -2.1783 1.4373
H -3.8036 -1.9212 0.1253
H -3.0328 2.3559 -0.1831
H -0.8549 2.0232 1.0055
C 0.5093 1.0023 9.7793
C -0.1108 0.2593 8.7002
C -0.7829 -0.9435 8.7782
C -0.8899 -1.3995 7.4411
C -0.2272 -0.5184 6.5584
B 1.1261 -0.8482 5.7270
O 1.5122 -2.0430 5.1999
C 1.8707 -1.6121 3.8480
C 3.3262 -1.9518 3.6075
C 1.0638 -2.6200 3.0326
C 1.7005 0.0705 3.9210
C 2.7790 0.9008 3.2485
C 0.2860 0.7728 3.6906
O 1.8895 0.2498 5.3340
O 0.1109 0.6142 7.3992
H 0.4572 0.3626 10.6688
H 1.5641 1.2048 9.5724
H 0.0027 1.9423 10.0162
H -1.0616 -1.4230 9.7246
H -1.4168 -2.3046 7.1711
H 3.4707 -1.8625 2.5257
H 3.9913 -1.2843 4.1640
H 3.5098 -3.0012 3.8627
H 1.4492 -2.7417 2.0210
H 1.1205 -3.5969 3.5457
H 0.0004 -2.3553 3.0221
H 3.1294 0.4382 2.3228
H 2.3642 1.8829 2.9802
H 3.6098 1.0293 3.9583
H 0.4560 1.7222 3.1820
H -0.4298 0.1393 3.1129
H -0.2074 0.9980 4.6404

=====

Molecular formula: C4H8N2O
Method: DFT, ωB97M-V/def2-TZVPD

SMILES string	CN(C=O)N1CC1

CARTESIAN COORDINATES (ANGSTROEM)
C -0.5515 -1.6867 -0.0345
N -0.0168 -0.4383 0.4549
C -0.0409 -0.3144 1.8851
O -0.0684 0.7323 2.5038
N -0.4743 0.6834 -0.1794
C 0.2330 0.7593 -1.4786
C 0.5714 1.8538 -0.4879
H -0.5141 -1.8624 -1.2768
H 0.2064 -2.4771 0.5901
H -1.6614 -1.6294 0.2256
H 0.0577 -1.2205 2.4259
H -0.5474 1.0072 -2.2845
H 0.9491 -0.0254 -1.7036
H 1.6645 1.8479 -0.0529
H 0.1926 2.7702 -0.5872

=====

Molecular formula: C4H7NS
Method: DFT, ωB97M-V/def2-TZVPD

SMILES string	CN1CC(=S)C1

CARTESIAN COORDINATES (ANGSTROEM)
C 0.9537 -0.2102 1.3579
N 0.5481 -0.5185 -0.0379
C 0.4577 0.6176 -0.9702
C -0.9370 0.2164 -1.3760
S -1.9372 0.5369 -2.5987
C -0.9429 -0.6241 -0.0322
H 0.2678 -0.9124 2.0004
H 0.7019 0.9223 1.6520
H 2.1538 -0.5729 1.5157
H 0.3114 1.6776 -0.6032
H 1.3586 0.5759 -1.6389
H -1.4070 -1.6175 0.0739
H -1.5287 -0.0912 0.6572

=====

Frontier orbital gap values, unit Eh, following the record order: 0.347, 0.236, 0.347, 0.317.
Calculated total energy values, unit a.u., following the record order: -232.32941, -2890.55395, -341.81493, -609.44149.